A single C10H12BrN3 molecule in a non-equilibrium geometry, computed with wB97M-V/def2-TZVPD.

```
! wB97M-V def2-TZVPD RIJCOSX def2/J DEFGRID3
* xyz 0 1
C 2.7407 -0.9402 -1.1412
C 1.2908 -0.5627 -0.9187
C 0.7318 -0.9297 0.2476
C 1.4126 -1.7969 1.2170
C -0.6181 -0.7072 0.6972
N -1.2970 -1.4609 1.5447
C -2.5780 -1.0420 1.5635
C -2.7107 -0.0161 0.6601
N -1.5170 0.2886 0.1471
C -1.1355 1.4699 -0.5674
C -0.4148 2.4500 0.2856
C -0.2083 1.0293 -1.8586
Br -0.7924 1.8418 -3.4379
N 0.7352 0.2061 -1.9212
H 3.2173 -0.1318 -1.6251
H 2.8582 -1.8189 -1.8541
H 3.2110 -1.2450 -0.2768
H 2.2769 -1.3679 1.7507
H 1.7778 -2.6469 0.6662
H 0.5954 -2.0666 1.9058
H -3.2841 -1.3767 2.2555
H -3.5620 0.6424 0.6669
H -1.9865 1.9682 -1.1466
H 0.6056 2.1659 0.4716
H -1.0679 2.7196 1.0392
H -0.2810 3.3276 -0.3711
*
```

Results
SMILES   CC1=C(C)c2nccn2[C@@H](C)C(Br)=N1
Energy relative to the best compared isomer or geometry (same formula, charge and spin)   0.0 kcal per mole
E   -3126.47874 Ha